# 1
{
  "formula": "C3H4F2O3S",
  "method": "ωB97M-V/def2-TZVPD",
  "symbols": ["C", "C", "C", "O", "O", "O", "F", "F", "S", "H", "H", "H", "H"],
  "positions_angstrom": [[-0.330, 0.468, 0.553], [0.627, -0.220, 1.098], [-0.248, 1.526, -0.449], [-0.228, -0.773, -1.906], [-1.315, -1.927, -0.084], [1.151, -1.900, -0.248], [1.913, 0.041, 0.873], [0.495, -1.202, 2.000], [-0.120, -1.464, -0.619], [-1.251, 0.089, 1.053], [0.068, 2.526, -0.162], [-1.227, 1.676, -0.924], [0.464, 1.161, -1.184]],
  "nbo_charge": [-0.390, 0.765, -0.653, -0.889, -0.883, -0.875, -0.285, -0.278, 2.458, 0.280, 0.241, 0.246, 0.264],
  "total_charge": 0,
  "lumo_ev": 0.377,
  "de_lowest_kcal_mol": 54.4,
  "homo_energy_ev": -11.177,
  "spin_multiplicity": 1,
  "total_energy_ev": -25585.367,
  "gap_ev": 11.6
}


# 2
{
  "formula": "C4H6O2",
  "method": "ωB97M-V/def2-TZVPD",
  "symbols": ["C", "C", "O", "C", "C", "O", "H", "H", "H", "H", "H", "H"],
  "positions_angstrom": [[1.767, 0.411, -0.553], [0.313, 0.636, -0.184], [-0.194, 1.736, -0.241], [-0.507, -0.579, 0.235], [-2.007, -0.371, 0.277], [-2.669, -0.963, 1.098], [1.832, -0.045, -1.550], [2.263, -0.270, 0.147], [2.291, 1.370, -0.578], [-0.264, -1.437, -0.409], [-0.303, -0.916, 1.258], [-2.476, 0.322, -0.449]],
  "nbo_charge": [-0.721, 0.600, -0.533, -0.635, 0.448, -0.513, 0.239, 0.228, 0.242, 0.247, 0.264, 0.132],
  "smiles": "CC(=O)CC=O",
  "total_charge": 0,
  "lumo_ev": 0.789,
  "de_lowest_kcal_mol": 19.1,
  "homo_energy_ev": -9.851,
  "spin_multiplicity": 1,
  "total_energy_ev": -8339.633,
  "gap_ev": 10.6
}


# 3
{
  "formula": "C4H10NOP",
  "method": "ωB97M-V/def2-TZVPD",
  "symbols": ["C", "C", "C", "C", "N", "O", "P", "H", "H", "H", "H", "H", "H", "H", "H", "H", "H"],
  "positions_angstrom": [[-1.017, -1.341, 0.093], [-1.115, 0.175, -0.130], [0.375, -1.791, -0.281], [0.297, 2.195, -0.058], [0.208, 0.762, 0.081], [2.735, -0.060, -0.260], [1.405, -0.286, 0.328], [-1.297, -1.536, 1.158], [-1.846, -1.746, -0.603], [-1.168, 0.306, -1.219], [-1.747, 0.571, 0.560], [0.525, -2.625, 0.263], [0.488, -1.854, -1.373], [1.201, 2.720, -0.103], [-0.275, 2.452, -0.970], [-0.194, 2.733, 0.870], [1.426, -0.677, 1.644]],
  "mulliken_spin": [0.930, 0.853, 0.476, 0.089, 0.524, 0.183, 0.239, -0.545, -0.209, -0.190, -0.249, -0.168, -0.039, -0.106, 0.011, 0.056, 0.144],
  "s2": 2.01,
  "total_charge": 0,
  "lumo_ev": [0.545, -4.054],
  "de_lowest_kcal_mol": 75.8,
  "homo_energy_ev": [-2.800, -10.171],
  "spin_multiplicity": 3,
  "total_energy_ev": -17129.961,
  "gap_ev": [3.3, 6.1]
}


- What is the formula in the second record?
  C4H6O2